Record 1
A molecular structure, C50H44FN4O6Ru, computed with ωB97M-V/def2-TZVPD.

Last column: Löwdin spin population.
CARTESIAN COORDINATES (ANGSTROEM)
Ru1 -1.955 0.515 -0.524  3.90
C1 4.675 2.420 -4.511  0.00
C2 4.376 3.057 -3.157  0.00
C3 5.592 3.168 -2.253  0.00
C4 6.130 1.782 -1.915  0.00
C5 5.022 0.902 -1.379  0.00
C6 5.305 -0.200 -0.615  0.00
C7 4.271 -0.978 -0.100  0.00
F1 4.593 -2.060 0.631  0.00
C8 2.965 -0.669 -0.294  0.00
C9 2.644 0.460 -1.051  0.00
C10 1.241 0.840 -1.221  0.01
O1 0.352 0.198 -0.600  0.07
C11 0.989 1.873 -2.144  0.00
C12 2.041 2.532 -2.713  0.00
N1 3.326 2.280 -2.452  0.00
C13 3.666 1.219 -1.628  0.00
C14 -0.386 2.329 -2.553  0.02
O2 -0.516 2.799 -3.666  0.02
O3 -1.308 2.209 -1.642  0.16
H1 5.447 2.989 -5.033  0.00
H2 3.776 2.408 -5.131  0.00
H3 5.015 1.387 -4.396  0.00
H4 3.967 4.050 -3.320  0.00
H5 5.296 3.674 -1.329  0.00
H6 6.351 3.780 -2.739  0.00
H7 6.917 1.855 -1.168  0.00
H8 6.578 1.325 -2.799  0.00
H9 6.336 -0.474 -0.414  0.00
H10 2.172 -1.280 0.114  0.00
H11 1.836 3.304 -3.447  0.00
O4 -1.162 -1.769 -1.370  0.05
C15 -1.306 -1.821 -2.805  0.00
C16 -2.354 -0.727 -3.211  0.02
O5 -2.549 -0.490 -4.389  0.03
O6 -3.005 -0.205 -2.201  0.18
C17 -1.929 -3.178 -3.151  0.00
C18 -2.156 -4.120 -2.151  0.00
C19 -2.714 -5.360 -2.453  0.00
C20 -3.053 -5.673 -3.760  0.00
C21 -2.829 -4.736 -4.762  0.00
C22 -2.270 -3.500 -4.463  0.00
C23 0.059 -1.635 -3.487  0.00
C24 0.181 -1.156 -4.793  0.00
C25 1.434 -1.003 -5.379  0.00
C26 2.592 -1.322 -4.682  0.00
C27 2.484 -1.817 -3.388  0.00
C28 1.231 -1.980 -2.804  0.00
H12 -0.327 -1.323 -1.163  0.00
H13 -1.893 -3.875 -1.129  0.00
H14 -2.883 -6.081 -1.660  0.00
H15 -3.491 -6.636 -3.998  0.00
H16 -3.096 -4.964 -5.788  0.00
H17 -2.126 -2.770 -5.251  0.00
H18 -0.705 -0.859 -5.334  0.00
H19 1.500 -0.627 -6.396  0.00
H20 3.566 -1.203 -5.146  0.00
H21 3.375 -2.089 -2.828  0.00
H22 1.181 -2.418 -1.811  0.00
C29 -2.013 -1.674 6.418  0.00
C30 -1.600 -0.223 6.446  0.00
C31 -1.279 0.416 7.639  0.00
C32 -0.910 1.755 7.675  0.00
C33 -0.843 2.471 6.491  0.00
C34 -1.136 1.852 5.283  0.00
C35 -1.525 0.514 5.256  0.00
N2 -1.814 -0.180 4.050  0.00
C36 -2.093 0.358 2.809  0.01
N3 -2.837 1.480 2.844  0.01
C37 -3.430 2.213 1.783  0.05
C38 -3.382 1.776 0.470  0.20
C39 -4.087 2.521 -0.493  0.05
C40 -4.792 3.662 -0.143  0.01
C41 -4.789 4.084 1.179  0.02
C42 -4.116 3.375 2.162  0.00
C43 -4.122 3.847 3.598  0.00
N4 -1.740 -0.253 1.716  0.11
C44 -0.896 -1.402 1.902  0.01
C45 -1.385 -2.657 1.558  0.01
C46 -0.600 -3.790 1.710  0.00
C47 0.685 -3.671 2.217  0.01
C48 1.168 -2.418 2.573  0.00
C49 0.394 -1.266 2.431  0.01
C50 0.934 0.080 2.849  0.00
H23 -2.167 -2.047 7.430  0.00
H24 -1.250 -2.306 5.948  0.00
H25 -2.940 -1.809 5.856  0.00
H26 -1.328 -0.154 8.563  0.00
H27 -0.669 2.230 8.619  0.00
H28 -0.548 3.516 6.498  0.00
H29 -1.029 2.406 4.357  0.00
H30 -1.476 -1.127 4.003  0.00
H31 -3.091 1.778 3.767  0.00
H32 -4.073 2.210 -1.530  0.01
H33 -5.329 4.227 -0.898  0.00
H34 -5.326 4.985 1.460  0.00
H35 -4.660 4.791 3.683  0.00
H36 -3.107 4.012 3.977  0.00
H37 -4.618 3.133 4.269  0.00
H38 -2.387 -2.721 1.154  0.00
H39 -0.987 -4.762 1.426  0.00
H40 1.309 -4.549 2.341  0.00
H41 2.174 -2.323 2.975  0.00
H42 2.023 0.091 2.790  0.00
H43 0.666 0.314 3.883  0.00
H44 0.549 0.874 2.210  0.00

Properties
molecular weight = 916.992 g/mol
energy relative to the best compared isomer or geometry (same formula, charge and spin) = 0.0 kJ/mol
net charge = 0
maximum force = 0.015 hartree/bohr
spin multiplicity = 6
HOMO energy (spin up / spin down) = -6.97 / -8.07 eV
frontier orbital gap (spin up / spin down) = 6.62 / 7.57 eV
DFT total energy = -2796.9959 a.u.

---

Record 2
A molecular structure, C50H44MoN3O5S, computed with ωB97M-V/def2-TZVPD.

Last column: Löwdin spin population.
CARTESIAN COORDINATES (ANGSTROEM)
Mo1 -0.236 -1.253 -0.013  1.65
O1 -1.727 -0.753 -1.110  0.08
C1 -2.974 -0.124 -0.959  0.01
C2 -3.746 -1.057 -0.017  0.00
C3 -3.204 -1.177 1.388  0.01
C4 -4.147 -1.149 2.408  0.00
C5 -3.767 -1.339 3.718  0.01
C6 -2.437 -1.597 3.971  0.00
C7 -1.528 -1.630 2.926  0.01
C8 -0.108 -1.999 3.260  0.00
C9 0.875 -0.885 2.865  0.01
O2 0.866 -0.876 1.446  0.08
C10 0.376 0.421 3.466  0.00
C11 0.267 0.515 4.854  0.00
C12 -0.239 1.656 5.451  0.00
C13 -0.651 2.727 4.666  0.00
C14 -0.546 2.641 3.289  0.00
C15 -0.039 1.491 2.693  0.00
C16 2.313 -1.233 3.251  0.00
C17 2.843 -2.450 2.828  0.00
C18 4.154 -2.790 3.118  0.00
C19 4.957 -1.915 3.840  0.00
C20 4.441 -0.697 4.250  0.00
C21 3.129 -0.353 3.949  0.00
N1 -1.889 -1.380 1.646  0.01
C22 -2.858 1.307 -0.432  0.00
C23 -1.922 2.159 -1.004  0.00
C24 -1.828 3.485 -0.607  0.00
C25 -2.685 3.983 0.364  0.00
C26 -3.630 3.144 0.935  0.00
C27 -3.716 1.816 0.538  0.00
C28 -3.641 -0.090 -2.333  0.00
C29 -4.981 0.262 -2.460  0.00
C30 -5.582 0.314 -3.708  0.00
C31 -4.846 0.026 -4.850  0.00
C32 -3.506 -0.307 -4.732  0.00
C33 -2.905 -0.366 -3.480  0.00
H1 -3.726 -2.043 -0.487  0.00
H2 -4.793 -0.769 0.059  0.00
H3 -5.184 -0.980 2.154  0.00
H4 -4.492 -1.304 4.520  0.00
H5 -2.085 -1.782 4.976  0.00
H6 0.180 -2.916 2.742  0.00
H7 -0.050 -2.198 4.328  0.00
H8 0.603 -0.307 5.477  0.00
H9 -0.308 1.714 6.530  0.00
H10 -1.046 3.622 5.129  0.00
H11 -0.864 3.464 2.665  0.00
H12 0.028 1.438 1.619  0.00
H13 2.239 -3.138 2.248  0.00
H14 4.550 -3.739 2.782  0.00
H15 5.979 -2.183 4.075  0.00
H16 5.061 -0.003 4.803  0.00
H17 2.750 0.610 4.263  0.00
H18 -1.275 1.786 -1.781  0.00
H19 -1.101 4.136 -1.078  0.00
H20 -2.625 5.021 0.665  0.00
H21 -4.309 3.524 1.687  0.00
H22 -4.473 1.188 0.988  0.00
H23 -5.564 0.517 -1.582  0.00
H24 -6.626 0.588 -3.791  0.00
H25 -5.314 0.070 -5.825  0.00
H26 -2.921 -0.516 -5.619  0.00
H27 -1.856 -0.616 -3.388  0.00
O3 0.741 0.746 -0.731  0.01
C34 2.069 0.615 -1.308  0.00
C35 2.276 -0.899 -1.476  0.01
O4 3.311 -1.440 -1.750  0.00
O5 1.114 -1.520 -1.395  0.05
C36 2.070 1.146 -2.739  0.00
C37 3.270 1.521 -3.334  0.00
C38 3.293 1.922 -4.661  0.00
C39 2.121 1.946 -5.405  0.00
C40 0.925 1.561 -4.818  0.00
C41 0.901 1.155 -3.491  0.00
C42 3.059 1.324 -0.410  0.00
C43 4.019 0.668 0.346  0.00
C44 4.854 1.396 1.185  0.00
C45 4.726 2.772 1.288  0.00
C46 3.760 3.433 0.539  0.00
C47 2.940 2.712 -0.312  0.00
H28 0.745 1.532 -0.167  0.00
H29 4.186 1.500 -2.757  0.00
H30 4.230 2.221 -5.113  0.00
H31 2.142 2.265 -6.439  0.00
H32 0.006 1.580 -5.389  0.00
H33 -0.032 0.845 -3.039  0.00
H34 4.135 -0.406 0.280  0.00
H35 5.607 0.877 1.761  0.00
H36 5.381 3.332 1.943  0.00
H37 3.660 4.508 0.603  0.00
H38 2.218 3.235 -0.932  0.00
S1 -0.758 -3.581 -0.211  0.04
C48 -0.108 -3.788 -1.811  0.01
N2 -0.745 -3.441 -2.912  0.00
C49 0.031 -3.773 -4.111  0.00
C50 1.411 -4.092 -3.502  0.00
N3 1.079 -4.301 -2.088  0.00
H39 -1.719 -3.180 -2.900  0.00
H40 0.067 -2.928 -4.794  0.00
H41 -0.405 -4.631 -4.623  0.00
H42 2.107 -3.257 -3.589  0.00
H43 1.860 -4.982 -3.934  0.00
H44 1.795 -4.305 -1.378  0.00

Properties
molecular weight = 894.925 g/mol
energy relative to the best compared isomer or geometry (same formula, charge and spin) = 0.0 kJ/mol
net charge = +1
maximum force = 0.023 hartree/bohr
spin multiplicity = 3
HOMO energy (spin up / spin down) = -10.26 / -11.15 eV
frontier orbital gap (spin up / spin down) = 7.65 / 8.20 eV
DFT total energy = -2938.5548 a.u.

---

Among the records above, which one has the highest DFT total energy?
C50H44FN4O6Ru

---

What is the net charge in the second record?
+1

---

Which value of spin multiplicity does entry 2 give?
3